Entry 1:
A structure of composition C16H13BrCl5N7O5Rb at a distorted geometry. Source: the Open Molecules 2025 dataset; level of theory: wB97M-V/def2-TZVPD.

Each line ends with the Löwdin charge.
Positions of all 48 atoms, in Å:
Rb1 0.2163 0.7389 -0.6464  0.94
N1 -1.1532 -0.1978 2.0076  0.04
N2 -0.2247 -0.4489 3.0010  -0.02
C1 1.0784 -0.3332 2.7572  -0.43
N3 1.9439 -0.5547 3.7662  0.19
N4 1.4101 -0.0769 1.4938  0.01
N5 2.6415 0.2204 1.1205  -0.44
O1 3.6291 0.1833 1.8921  0.00
O2 2.7723 0.5414 -0.0565  -0.11
H1 -1.7011 0.6267 2.2253  0.08
H2 -1.7499 -1.0091 1.8316  0.05
H3 -0.5162 -0.6325 3.9480  0.15
H4 1.6203 -0.4673 4.7140  0.11
H5 2.8942 -0.2933 3.5316  0.08
O3 3.9853 -4.2603 -3.5588  0.06
C2 3.1971 -3.2792 -3.0494  -0.31
C3 2.2587 -3.5200 -2.0497  0.00
C4 1.5044 -2.4568 -1.5857  -0.12
N6 1.6433 -1.2232 -2.0544  -0.05
C5 2.5207 -1.0205 -3.0045  -0.74
Br1 2.6288 0.7578 -3.6467  0.78
C6 3.3359 -1.9941 -3.5554  -0.04
H6 3.7826 -5.0888 -3.1163  0.10
H7 2.1244 -4.5200 -1.6532  0.11
H8 0.7439 -2.5854 -0.8205  0.11
H9 4.0457 -1.7743 -4.3387  0.11
Cl1 0.1736 2.7450 3.7402  0.61
C7 -0.4141 3.7238 2.3970  -0.72
C8 -0.5758 3.1007 1.1692  -0.21
C9 -1.0389 3.9643 0.1820  -0.74
Cl2 -1.2547 3.3157 -1.4273  0.56
C10 -1.3392 5.3105 0.3743  -0.71
Cl3 -1.9399 6.3069 -0.9139  0.63
C11 -1.1531 5.8682 1.6365  -0.72
Cl4 -1.5101 7.5364 1.9182  0.63
C12 -0.6756 5.0638 2.6670  -0.72
Cl5 -0.4274 5.7578 4.2398  0.62
O4 -1.2153 -0.6570 -2.6711  -0.08
C13 -1.9951 -1.2146 -1.9073  -0.57
C14 -3.4089 -1.6633 -2.3290  -0.10
C15 -3.9712 -2.2757 -1.0559  -0.10
C16 -2.8382 -2.0587 -0.0412  -0.53
O5 -2.9513 -2.3623 1.1522  -0.03
N7 -1.7519 -1.5048 -0.6105  0.08
H10 -3.3249 -2.3654 -3.1588  0.11
H11 -3.9636 -0.7928 -2.6797  0.11
H12 -4.1798 -3.3428 -1.1412  0.11
H13 -4.8762 -1.7879 -0.6932  0.11

Force components x, y, z for each atom (eV/Å):
Rb -1.3 0.4 -0.8
N -0.4 0.1 0.0
N 0.0 -0.1 0.1
C 0.5 -0.1 -0.1
N 0.0 0.1 0.0
N -0.3 -0.4 0.5
N 1.5 0.1 0.4
O -0.5 0.0 -0.2
O 0.6 -0.1 0.5
H 0.2 0.1 0.0
H 0.1 -0.1 0.0
H 0.0 0.0 0.1
H 0.0 0.0 0.0
H 0.1 0.0 0.1
O 0.1 0.1 -0.1
C -0.2 0.2 0.1
C 0.1 -0.1 0.0
C 0.0 -0.2 0.0
N 0.2 0.0 -0.2
C 0.0 -0.3 0.1
Br 0.1 0.1 -0.1
C 0.1 -0.1 -0.1
H 0.0 -0.1 0.0
H 0.0 0.0 0.0
H 0.0 0.0 0.0
H 0.0 0.0 0.0
Cl 0.1 -0.2 0.4
C -0.1 -0.1 -0.6
C -0.1 0.7 0.2
C 0.2 0.0 0.8
Cl -0.4 0.2 -0.7
C 0.0 0.0 -0.1
Cl 0.0 0.0 0.0
C 0.0 0.0 0.0
Cl 0.0 0.0 0.0
C 0.0 0.0 0.0
Cl 0.0 0.0 0.0
O -0.2 0.0 -0.2
C -0.5 -0.2 -0.3
C 0.1 0.0 0.0
C 0.1 0.1 0.0
C -0.2 -0.2 0.0
O 0.0 0.1 -0.1
N 0.3 -0.1 0.2
H 0.0 0.0 0.0
H 0.0 0.0 0.0
H 0.0 0.0 0.1
H 0.0 0.0 0.0

* HOMO-LUMO gap: 7.06 eV
* charge: -1
* HOMO energy: -5.1 eV
* total energy: -6276.0855 a.u.


Entry 2:
The molecule C16H13ClN2O4S. Source: the Open Molecules 2025 dataset; level of theory: wB97M-V/def2-TZVPD.

Each line ends with the Löwdin charge.
Positions of all 37 atoms, in Å:
C1 1.9536 2.9550 -1.8387  -0.07
O1 1.8616 2.4234 -0.5334  -0.07
C2 0.6425 2.1514 -0.0274  -0.28
C3 -0.5699 2.4446 -0.6505  0.00
C4 -1.7620 2.1093 -0.0356  -0.01
C5 -1.7724 1.4440 1.1858  -0.19
C6 -3.0601 1.0471 1.8099  -0.42
O2 -4.0108 1.7790 1.9407  0.11
N1 -3.1189 -0.2586 2.2940  0.09
C7 -2.2743 -1.3253 2.0579  -0.84
S1 -2.1366 -2.5002 3.1953  0.71
N2 -1.6905 -1.3213 0.8312  0.08
C8 -0.4942 -1.8804 0.3923  -0.22
C9 0.1559 -2.9484 1.0092  -0.02
C10 1.3564 -3.4027 0.5023  -0.09
C11 1.9377 -2.8234 -0.6195  -0.59
Cl1 3.4409 -3.4551 -1.1581  0.76
C12 1.2919 -1.7583 -1.2563  -0.13
C13 1.7836 -1.0181 -2.4446  -0.48
O3 1.2282 -0.0363 -2.8820  0.09
O4 2.8846 -1.5097 -3.0070  0.06
C14 0.0808 -1.3107 -0.7365  0.05
C15 -0.5577 1.1781 1.8238  -0.02
C16 0.6290 1.5343 1.2300  0.02
H1 3.0190 3.0651 -2.0332  0.10
H2 1.5157 2.2688 -2.5686  0.08
H3 1.4720 3.9347 -1.9076  0.10
H4 -0.5948 2.9292 -1.6126  0.11
H5 -2.7015 2.3421 -0.5148  0.13
H6 -3.8513 -0.4263 2.9758  0.14
H7 -2.0120 -0.5768 0.2205  0.14
H8 -0.2715 -3.4131 1.8819  0.03
H9 1.8606 -4.2255 0.9836  0.11
H10 3.1390 -0.9728 -3.7746  0.14
H11 -0.3975 -0.4818 -1.2387  0.12
H12 -0.5497 0.6995 2.7921  0.13
H13 1.5727 1.3392 1.7132  0.13

Force components x, y, z for each atom (eV/Å):
C 0.0 0.1 -0.3
O 0.0 -0.1 0.3
C -0.2 0.0 0.1
C 0.4 0.1 -0.2
C -0.2 -0.3 0.4
C 0.2 0.5 -0.1
C 0.0 0.0 -0.1
O 0.0 0.1 0.0
N -0.4 0.1 0.1
C 0.2 -0.4 -0.2
S 0.0 -0.2 0.3
N -0.8 0.5 0.0
C 0.6 -0.4 -0.1
C -0.1 0.1 0.0
C 0.2 0.1 -0.2
C -0.3 0.2 0.1
Cl 0.3 -0.4 0.2
C -0.1 -0.2 0.3
C -0.1 0.5 -0.4
O 0.0 0.0 0.0
O 0.4 -0.2 -0.2
C 0.1 -0.1 0.0
C -0.1 0.2 -0.1
C 0.1 0.1 -0.1
H -0.1 0.0 0.0
H 0.0 0.1 0.1
H 0.0 0.0 0.0
H 0.0 0.0 -0.1
H -0.1 0.0 0.0
H 0.2 0.0 -0.1
H 0.1 -0.2 0.2
H 0.0 0.0 -0.1
H 0.1 -0.1 0.0
H -0.3 0.1 0.2
H 0.0 0.1 0.0
H 0.0 -0.1 0.1
H 0.1 0.0 0.1

* HOMO-LUMO gap: 8.47 eV
* charge: 0
* SMILES: COc1ccc(C(=O)NC(=S)Nc2ccc(Cl)c(C(=O)O)c2)cc1
* HOMO energy: -8.6 eV
* relative energy (zero: lowest compared OMol25 entry of this formula, charge and spin): 0.2 kcal per mole
* total energy: -1886.4106 a.u.


Entry 3:
The molecule C16H13ClO3. Source: the Open Molecules 2025 dataset; level of theory: wB97M-V/def2-TZVPD.

Each line ends with the Löwdin charge.
Positions of all 33 atoms, in Å:
C1 -6.1174 -0.8635 -0.2997  -0.05
C2 -4.7496 -0.2938 -0.0966  -0.27
C3 -4.2101 0.6129 -1.0032  -0.03
C4 -2.9371 1.1209 -0.8340  -0.02
C5 -2.1698 0.7379 0.2652  -0.16
C6 -0.8041 1.2412 0.5273  -0.37
O1 -0.2864 1.1580 1.6165  0.12
C7 -0.0793 1.8753 -0.6602  -0.04
C8 1.4182 1.8996 -0.4495  -0.31
O2 2.0190 2.9650 -0.4216  0.09
C9 2.0972 0.6140 -0.2679  -0.08
C10 1.4214 -0.6064 -0.3908  -0.05
C11 2.0796 -1.7939 -0.1703  -0.66
Cl1 1.2201 -3.2869 -0.3290  0.67
C12 3.4281 -1.8106 0.1787  -0.08
C13 4.1100 -0.6239 0.2959  0.01
C14 3.4704 0.6023 0.0728  -0.25
O3 4.1933 1.7117 0.1946  0.09
C15 -2.7154 -0.1615 1.1840  0.00
C16 -3.9817 -0.6737 1.0005  -0.03
H1 -6.7063 -0.2403 -0.9679  0.08
H2 -6.0412 -1.8579 -0.7407  0.09
H3 -6.6397 -0.9604 0.6495  0.08
H4 -4.7984 0.9261 -1.8538  0.11
H5 -2.5583 1.8357 -1.5486  0.11
H6 -0.4197 2.9107 -0.7512  0.14
H7 -0.3170 1.3434 -1.5819  0.13
H8 0.3773 -0.6332 -0.6578  0.11
H9 3.9273 -2.7508 0.3525  0.11
H10 5.1547 -0.6054 0.5623  0.12
H11 3.6068 2.4880 0.0171  0.09
H12 -2.1177 -0.4489 2.0361  0.12
H13 -4.3868 -1.3745 1.7159  0.12

Force components x, y, z for each atom (eV/Å):
C 0.0 -0.1 0.0
C 0.1 0.1 0.0
C -0.1 -0.1 0.0
C 0.2 0.0 0.2
C -0.5 -0.3 0.2
C 0.0 0.2 -0.2
O 0.1 0.1 -0.1
C 0.1 0.2 0.2
C -0.2 -0.1 0.1
O 0.0 0.0 0.0
C 0.6 -0.1 0.1
C 0.3 -0.1 0.1
C -0.1 0.2 -0.1
Cl -0.1 -0.2 0.0
C -0.1 0.2 0.0
C 0.0 0.2 0.0
C -0.4 -0.3 -0.1
O 0.1 0.4 0.1
C 0.1 0.1 -0.1
C 0.0 0.0 -0.1
H -0.1 0.0 0.0
H -0.1 -0.1 0.0
H -0.1 0.0 0.0
H -0.1 0.0 -0.1
H 0.1 0.1 -0.1
H 0.0 -0.1 -0.1
H 0.0 0.0 0.0
H -0.1 0.0 0.0
H 0.0 -0.1 0.0
H 0.1 0.0 0.0
H 0.1 -0.3 0.0
H 0.0 0.0 0.1
H 0.0 -0.1 0.1

* HOMO-LUMO gap: 8.55 eV
* charge: 0
* SMILES: Cc1ccc(C(=O)CC(=O)c2cc(Cl)ccc2O)cc1
* HOMO energy: -8.6 eV
* relative energy (zero: lowest compared OMol25 entry of this formula, charge and spin): 0.0 kcal per mole
* total energy: -1303.4431 a.u.


Entry 4:
A structure of composition C16H13IMnN11O2 at a distorted geometry. Source: the Open Molecules 2025 dataset; level of theory: wB97M-V/def2-TZVPD.

Each line ends with the Mulliken spin population.
Positions of all 44 atoms, in Å:
Mn1 0.5308 -1.3237 0.6665  1.02
C1 4.0626 1.3425 -0.5200  0.00
C2 2.7402 1.7303 -1.1055  0.00
N1 2.6614 2.8262 -1.8283  0.00
C3 1.4651 3.2090 -2.3122  0.01
C4 0.2843 2.5807 -2.0140  0.00
C5 -0.9927 3.0704 -2.6333  0.00
O1 -1.8280 3.6761 -1.6456  0.00
C6 0.3238 1.4052 -1.2170  0.03
C7 -0.8817 0.7853 -0.8206  -0.03
N2 -1.0478 -0.4242 -0.3162  -0.01
C8 -2.3412 -0.9390 -0.3869  -0.01
C9 -3.3392 -0.4002 -1.2366  0.00
C10 -4.6412 -0.8494 -1.2330  0.00
C11 -5.0294 -1.8998 -0.4128  0.00
C12 -4.0572 -2.5416 0.3357  0.00
C13 -2.7562 -2.0795 0.3195  0.00
I1 -1.2638 -3.3193 1.2324  0.01
C14 1.6055 0.9079 -0.8435  -0.01
O2 1.7519 -0.2067 -0.2425  0.00
H1 4.8367 2.0004 -0.9072  0.00
H2 4.2990 0.3022 -0.7430  0.00
H3 4.0190 1.4407 0.5673  0.00
H4 1.4757 4.0773 -2.9639  0.00
H5 -1.5155 2.2247 -3.1001  0.00
H6 -0.7466 3.7887 -3.4222  0.00
H7 -2.6100 4.0290 -2.0790  0.00
H8 -1.7741 1.3913 -0.9456  0.00
H9 -3.0593 0.3636 -1.9477  0.00
H10 -5.3601 -0.3929 -1.9019  0.00
H11 -6.0536 -2.2456 -0.3883  0.00
H12 -4.2990 -3.4144 0.9260  0.00
N3 2.4905 -1.9651 3.4573  0.01
C15 1.5060 -1.0167 3.6307  0.00
N4 1.3142 -0.3548 4.7590  0.00
N5 0.2650 0.4480 4.5084  0.01
N6 -0.1529 0.2824 3.3033  0.00
N7 0.6128 -0.6498 2.6975  0.00
C16 2.7263 -2.6112 2.2746  0.01
N8 3.6714 -3.5144 2.0575  0.00
N9 3.4962 -3.8959 0.7820  0.01
N10 2.5086 -3.2626 0.2514  0.00
N11 1.9898 -2.4263 1.1747  -0.02
H13 3.1123 -2.1486 4.2230  0.00

Force components x, y, z for each atom (eV/Å):
Mn -0.1 0.1 0.6
C -0.1 0.0 0.0
C 0.5 0.5 -0.5
N 0.3 -0.4 0.3
C -0.5 0.0 -0.1
C 0.1 0.2 -0.1
C 0.0 0.0 0.0
O 0.0 0.0 0.1
C 0.9 0.3 0.3
C -0.5 -0.9 0.3
N 0.4 0.9 -0.2
C -1.3 -0.2 0.0
C 0.5 0.0 0.2
C -0.2 -0.1 0.0
C 0.1 0.0 0.0
C -0.1 0.0 0.0
C 1.1 -0.3 0.3
I -0.6 0.7 -0.3
C -1.3 -0.2 0.1
O 0.5 0.2 0.2
H 0.0 0.0 0.0
H 0.0 0.0 0.0
H 0.0 -0.1 0.0
H 0.0 0.0 0.0
H 0.0 0.1 0.0
H 0.0 0.0 0.0
H 0.0 0.0 0.0
H 0.0 0.0 -0.3
H -0.1 0.1 0.0
H 0.0 0.0 0.0
H 0.0 0.0 0.0
H 0.0 0.0 0.0
N 0.1 0.0 0.1
C -0.4 0.3 -0.2
N 0.3 -0.2 0.1
N -0.1 0.0 -0.1
N -0.1 0.1 0.0
N 0.0 -0.3 -0.9
C -0.2 -0.1 -0.7
N 0.1 0.1 0.5
N -0.1 0.0 -0.2
N 0.1 -0.2 0.0
N 0.8 -0.7 0.5
H 0.0 0.1 0.0

* HOMO-LUMO gap (spin up / spin down): 6.20 / 6.24 eV
* charge: -1
* <S²>: 0.98
* HOMO energy (spin up / spin down): -4.8 / -4.8 eV
* multiplicity: 2
* total energy: -2819.0392 a.u.